Computed, not measured: 3 unconnected molecules or ions with the total composition C2H2N2O3S in a non-equilibrium geometry, with ωB97M-V/def2-TZVPD.

Last column: natural (NBO) charge in e.
Positions of all 10 atoms, in Å:
C: 2.91295 -1.56825 -0.34638  0.9986
C: 0.54122 1.20340 -1.80742  0.3100
N: 4.35153 0.31516 -1.08688  -0.0059
N: 4.00366 0.51226 -0.05836  -0.1897
O: 2.84226 -1.55228 0.80725  -0.5125
O: 2.79635 -1.73840 -1.47072  -0.5028
O: 0.86052 1.07505 -0.68795  -0.4991
S: 3.57009 1.01355 1.26070  0.2122
H: 0.98071 1.87177 -2.53268  0.1058
H: -0.32421 0.57451 -2.30414  0.0834

Properties
Structure (SMILES): N#[N+][S-].O=C=O.C=O
Energy: -22062.0169 eV
Multiplicity: 1
ΔE to the lowest compared entry with this formula, charge and spin: 55.0 kcal per mole
Highest occupied orbital energy: -9.598 eV
Largest force on an atom: 5.51 eV Å⁻¹
Gap between HOMO and LUMO: 10.2 eV
Lowest unoccupied orbital energy: 0.0205 hartree